# 1
35
Properties=species:S:1:pos:R:3:forces:R:3 method="wB97M-V/def2-TZVPD" e_above_lowest_kj_mol=0.0 homo_energy_ev=-9.2 total_energy_ev=-28094.0322 homo_lumo_gap_ev=8.11
C 2.7846 -3.5750 0.7961 -0.359 0.377 0.160
C 3.3142 -2.2157 1.1478 -0.695 -0.212 -0.610
C 4.5340 -2.1599 1.8110 0.247 -0.605 0.130
C 5.0485 -0.9802 2.2859 0.513 0.286 -0.042
C 4.3775 0.1823 1.9892 -0.405 0.064 -0.142
C 3.1915 0.1665 1.2664 -0.054 0.343 -0.058
C 2.5948 -1.0329 0.8423 0.539 0.279 0.434
C 1.2601 -0.9292 0.1615 0.444 0.557 -0.241
N 0.3882 -1.8779 0.0077 -0.221 -0.237 0.171
O -0.7129 -1.2730 -0.5819 -0.105 1.020 -0.349
C -0.4035 0.0512 -0.7513 2.425 -1.782 1.382
C -1.3399 1.0098 -1.2756 -2.348 -0.251 0.013
C -0.8612 2.0318 -2.1474 0.635 1.305 -0.860
N -0.5453 2.9054 -2.8423 -0.305 -1.077 0.774
C -2.6944 0.9944 -1.0570 0.745 0.067 -0.390
C -3.5362 0.1832 -0.1779 -0.110 -0.564 0.476
C -3.0878 -0.3700 1.0525 0.039 0.443 0.241
C -3.9423 -1.0774 1.9110 1.086 0.813 -0.860
C -5.2748 -1.1902 1.5670 -0.159 -0.056 -0.201
C -5.7685 -0.6789 0.3645 0.183 0.157 -0.102
C -4.8967 -0.0312 -0.5112 0.141 -0.898 0.667
F -5.3793 0.2496 -1.7407 0.444 0.485 0.383
N 0.8162 0.2893 -0.3402 -0.780 0.132 -0.040
H 2.3217 -3.6109 -0.1831 -0.140 -0.018 -0.082
H 2.0511 -3.8534 1.5467 -0.392 -0.093 -0.049
H 3.5558 -4.3130 0.8612 0.599 -0.414 -0.104
H 5.1206 -3.0722 1.9652 -0.482 0.176 -0.060
H 5.9983 -0.9390 2.8227 -0.306 -0.126 -0.130
H 4.7865 1.1127 2.3158 0.096 0.551 0.095
H 2.7611 1.1412 1.0419 -0.244 -0.403 -0.071
H -3.2543 1.7266 -1.6313 0.084 0.015 0.012
H -2.0624 -0.1614 1.4250 -0.744 -0.215 -0.611
H -3.4963 -1.4797 2.8184 -0.457 0.023 -0.106
H -5.9167 -1.7142 2.2491 -0.437 -0.104 0.055
H -6.8211 -0.7851 0.0777 0.522 -0.037 0.115


# 2
43
Properties=species:S:1:pos:R:3:forces:R:3 method="wB97M-V/def2-TZVPD" total_charge=+1 homo_energy_ev="-10.6 / -10.6" total_energy_ev=-88587.1345 spin_multiplicity=4 homo_lumo_gap_ev="5.18 / 5.49"
Mn 0.5553 0.5834 0.0085 -1.104 -0.599 0.788
O -4.2281 -4.3301 1.2329 0.270 0.564 -0.229
C -3.9994 -3.9094 0.0918 0.238 -0.131 0.527
O -4.3519 -4.2465 -1.0314 -0.078 0.082 -0.576
C -2.9700 -2.6872 0.0549 0.356 0.467 -0.334
C -2.5309 -2.0690 1.2088 -0.418 0.019 1.822
C -1.6122 -1.0380 1.1552 0.684 1.585 1.461
N -1.1033 -0.5740 0.0157 0.425 -0.918 -0.974
C -1.4872 -1.1521 -1.1575 -0.919 0.212 0.819
C -2.4543 -2.1705 -1.1445 0.646 0.425 -0.219
C -0.8270 -0.4548 -2.2720 0.449 -0.340 -0.752
C -1.0991 -0.5442 -3.6231 1.110 0.682 -0.158
C -0.2464 0.1618 -4.4866 -0.298 -0.081 -0.180
C 0.8965 0.8737 -4.0668 -1.873 -0.776 -0.332
C 1.0476 0.9785 -2.7168 -0.205 -0.150 -0.498
N 0.2032 0.3320 -1.8995 0.670 0.886 0.871
C -1.0087 -0.1812 2.2860 -0.918 -1.268 0.082
C -1.4978 -0.0207 3.5818 -0.024 -0.431 -0.967
C -0.7979 0.8261 4.4274 -1.552 -0.903 1.082
C 0.4194 1.3592 4.1376 0.244 0.229 -1.403
C 0.8331 1.1738 2.8468 1.199 -0.056 -1.051
N 0.1127 0.4640 1.9282 1.030 0.905 0.951
H -2.9754 -2.4190 2.1695 0.497 0.204 -0.770
H -2.8433 -2.6252 -2.0348 -0.019 -0.130 -0.519
H -1.9056 -1.1254 -4.0162 -0.385 -0.179 -0.048
H -0.5533 0.1788 -5.5239 0.358 -0.107 -0.158
H 1.5118 1.3816 -4.7706 0.411 0.267 -0.296
H 1.8174 1.6060 -2.2772 -0.251 -0.307 -0.095
H -2.4144 -0.5527 3.8698 0.466 0.469 0.004
H -1.2556 1.0088 5.3713 -0.126 0.156 0.732
H 0.9881 2.0017 4.7695 0.168 0.121 0.563
H 1.8085 1.5940 2.4877 -1.255 -0.417 0.319
F -1.5855 2.1780 -0.2740 -1.408 0.192 -0.456
B -0.5172 2.4846 0.3831 0.907 0.701 -0.040
F -0.4073 3.6810 0.9562 0.327 -1.358 -0.258
C 5.3483 1.2883 -0.3042 -0.297 0.478 0.776
O 4.4786 0.1411 -0.4598 -0.541 0.889 0.386
C 3.1970 0.3131 -0.1604 1.668 -0.675 -0.542
S 2.5048 1.8822 0.0102 -0.408 -0.310 0.341
S 2.3448 -1.1103 -0.0565 -0.648 0.140 0.227
H 6.2388 1.0923 -0.8920 -0.062 0.054 0.115
H 5.5476 1.4246 0.7777 0.254 -0.324 -0.608
H 4.8183 2.2019 -0.6029 0.409 -0.268 -0.403


# 3
46
Properties=species:S:1:pos:R:3:forces:R:3 method="wB97M-V/def2-TZVPD" total_charge=-1 e_above_lowest_kj_mol=22.2 homo_energy_ev=-4.5 total_energy_ev=-56250.0378 homo_lumo_gap_ev=5.11
Ba 0.7318 0.2674 -0.2274 -0.456 0.167 0.013
C -5.4400 -0.4910 -1.3268 -0.039 -0.015 -0.012
C -4.4820 0.3487 -0.7852 0.060 0.017 0.013
C -3.1887 -0.1155 -0.5924 -0.112 0.008 -0.007
C -2.8751 -1.4241 -0.9255 0.236 -0.016 0.096
C -3.8306 -2.2764 -1.4717 -0.078 0.032 -0.026
C -5.1124 -1.7993 -1.6740 0.003 -0.040 -0.016
N -1.5235 -1.8304 -0.6801 -0.233 0.148 0.013
N -1.3716 -3.0513 -0.5764 0.089 -0.121 -0.039
C -0.0228 -3.4703 -0.3386 -0.070 0.070 0.040
C 0.1535 -4.8167 -0.0895 0.086 -0.122 -0.021
C 1.4426 -5.2704 0.1510 -0.060 -0.094 0.015
C 2.4903 -4.3695 0.1280 -0.026 0.133 0.074
C 2.2086 -3.0301 -0.1234 -0.028 -0.054 -0.177
N 0.9722 -2.5930 -0.3594 0.256 0.011 -0.003
H -6.4475 -0.1283 -1.4872 0.003 -0.005 -0.003
H -4.7165 1.3685 -0.5110 0.002 0.007 -0.007
H -2.4595 0.5560 -0.1580 0.047 0.003 0.003
H -3.5585 -3.2884 -1.7359 0.007 0.007 0.005
H -5.8633 -2.4479 -2.1072 0.000 0.006 0.000
H -0.7031 -5.4751 -0.0920 -0.004 0.012 0.021
H 1.6156 -6.3190 0.3560 0.035 0.005 -0.011
H 3.5098 -4.6761 0.3121 0.002 -0.019 -0.006
H 3.0010 -2.2864 -0.1683 -0.053 0.022 0.043
O 5.7187 4.0092 0.6823 0.004 -0.020 0.157
C 4.8323 3.2862 0.2983 0.011 0.086 -0.461
C 3.4101 3.6857 -0.0204 -0.031 -0.219 0.176
O 2.8698 4.7672 0.2051 0.069 0.096 0.044
C 2.7637 2.5185 -0.5908 -0.320 -0.066 -0.241
C 3.6156 1.3808 -0.4954 -0.194 -0.284 -0.110
O 3.2344 0.1841 -0.7645 0.224 0.271 0.110
C 4.9491 1.8022 -0.0301 -0.080 0.021 0.280
O 5.9393 1.1157 0.1173 0.009 0.014 -0.068
O 1.5501 2.4895 -1.0293 0.580 0.064 0.067
F -1.2161 0.4214 2.6449 -0.055 0.041 -0.077
C 0.1877 0.1696 2.5653 0.074 -0.101 0.114
F 0.3066 -0.9764 3.3325 0.001 -0.071 0.017
F 0.6867 1.1542 3.4163 0.002 0.047 0.027
N -0.0449 4.7610 -0.0895 -0.157 -0.097 0.033
C -0.8260 3.7717 0.3543 -0.066 0.218 -0.014
N -0.3616 3.0496 1.3902 0.179 -0.146 0.004
S -2.3404 3.4386 -0.3298 0.042 -0.100 0.004
H 0.9621 4.7482 0.0975 0.068 0.022 -0.078
H -0.3260 5.1537 -0.9713 0.022 -0.017 0.015
H 0.5334 3.2590 1.8044 -0.026 0.049 0.061
H -0.9749 2.4288 1.8957 -0.022 0.027 -0.066


# 4
48
Properties=species:S:1:pos:R:3:forces:R:3 method="wB97M-V/def2-TZVPD" total_charge=-2 e_above_lowest_kj_mol=0.0 homo_energy_ev="-0.6 / -2.5" total_energy_ev=-126462.6324 spin_multiplicity=5 homo_lumo_gap_ev="5.00 / 6.26"
Fe 0.4049 -0.7803 0.4181 0.019 0.115 0.212
S 3.4226 0.8189 6.4118 0.016 0.052 -0.007
C 2.5869 1.3563 5.0204 0.074 -0.094 0.112
S 3.3857 1.6968 3.4898 -0.077 0.062 0.047
C 2.1320 1.0184 2.4518 -0.077 -0.045 0.023
C 0.9008 0.7829 3.0925 0.025 0.005 -0.117
S -0.4824 0.2242 2.2985 0.067 -0.047 0.010
S 0.8521 1.1509 4.8102 0.039 0.125 -0.015
S 2.4542 0.6962 0.8270 0.016 0.000 -0.017
F 1.1963 -1.7177 -1.2324 0.037 -0.010 0.014
B 0.7359 -2.9464 -1.8731 -0.029 -0.010 -0.032
F 1.7781 -3.8691 -1.8311 0.004 0.003 0.024
F -0.3787 -3.4036 -1.1675 -0.002 -0.001 0.010
F 0.3984 -2.6375 -3.1897 -0.017 0.018 -0.025
N -0.8932 -0.0465 -0.6344 -0.173 -0.236 -0.257
C -1.4166 0.6585 -1.5212 0.063 0.151 0.106
C -0.8110 1.9610 -1.9825 0.020 -0.002 0.028
C -0.0590 2.7043 -1.0744 -0.002 -0.001 -0.025
C 0.5614 3.8800 -1.4643 0.002 -0.001 0.001
C 0.4452 4.3320 -2.7737 0.005 0.011 0.003
C -0.2942 3.5952 -3.6880 -0.001 0.000 -0.004
C -0.9213 2.4206 -3.2927 -0.005 0.000 -0.010
C -2.7089 0.2224 -2.1638 -0.011 -0.011 -0.008
C -3.7126 1.1210 -2.5160 0.000 0.000 0.004
C -4.9177 0.6707 -3.0407 -0.009 -0.005 -0.005
C -5.1258 -0.6872 -3.2358 -0.001 0.001 -0.002
C -4.1239 -1.5894 -2.8944 0.006 0.004 0.001
C -2.9274 -1.1409 -2.3575 0.000 -0.032 -0.002
H 0.0480 2.3260 -0.0652 0.001 -0.009 0.018
H 1.1488 4.4372 -0.7445 0.002 0.004 0.000
H 0.9366 5.2481 -3.0810 0.001 -0.001 0.000
H -0.3765 3.9300 -4.7160 0.000 0.001 -0.001
H -1.4891 1.8442 -4.0135 0.001 -0.001 0.004
H -3.5531 2.1825 -2.3658 0.001 0.001 0.001
H -5.6953 1.3826 -3.2944 -0.003 0.001 -0.002
H -6.0629 -1.0412 -3.6503 -0.003 -0.002 -0.003
H -4.2741 -2.6517 -3.0470 -0.005 -0.001 -0.002
H -2.1443 -1.8354 -2.0736 -0.009 0.025 -0.005
N 3.5491 -3.5428 5.2390 -0.022 -0.033 -0.049
C 3.0148 -2.8587 4.1888 0.054 0.081 0.006
N 3.1151 -1.5405 4.1993 -0.071 -0.018 -0.148
N 2.4405 -3.5760 3.2302 -0.078 -0.061 0.130
C 1.7534 -2.8793 2.3559 0.028 -0.028 -0.142
N 1.1431 -2.2754 1.5833 0.088 0.017 0.000
H 4.2542 -3.0871 5.7911 -0.025 0.029 0.017
H 3.6153 -4.5368 5.1144 0.011 0.004 -0.014
H 3.3872 -1.0013 5.0295 -0.016 0.005 -0.004
H 2.7073 -1.0161 3.4324 0.059 -0.066 0.127


# 5
38
Properties=species:S:1:pos:R:3:forces:R:3 method="wB97M-V/def2-TZVPD" total_charge=+3 e_above_lowest_kj_mol=162.9 homo_energy_ev="-17.6 / -17.6" total_energy_ev=-114864.3987 homo_lumo_gap_ev="5.18 / 5.18"
Hf 0.2627 -0.3176 0.0000 0.758 -0.733 0.000
C 4.0631 -1.8165 0.0003 0.189 -0.065 0.001
C 3.7561 -0.3651 0.0001 0.386 0.104 0.000
N 2.5492 0.2232 0.0000 -1.413 -0.127 0.000
C 2.6792 1.6236 0.0000 0.350 0.122 0.000
C 3.9632 2.0509 0.0000 -0.133 -0.031 0.000
S 5.0463 0.7391 0.0000 -0.380 -0.223 0.000
C 1.5233 2.5175 0.0000 -0.114 0.177 0.000
C 1.6035 3.8697 0.0000 -0.013 -0.051 0.000
S 0.0537 4.5700 0.0000 -0.095 -0.380 0.000
C -0.6731 3.0429 0.0000 0.106 0.236 0.000
N 0.2078 2.0263 0.0000 -0.267 -0.707 0.000
C -2.1555 2.9460 0.0000 -0.149 -0.028 0.000
H 3.1775 -2.4325 0.0006 0.019 0.038 -0.001
H 4.6630 -2.0738 0.8756 -0.051 0.003 0.024
H 4.6626 -2.0741 -0.8752 -0.051 0.003 -0.024
H 4.3184 3.0691 -0.0001 0.045 -0.026 0.000
H 2.4874 4.4875 -0.0001 -0.005 -0.009 0.000
H -2.5954 3.9417 0.0000 -0.007 0.002 0.000
H -2.5221 2.4347 0.8918 0.043 0.063 0.034
H -2.5221 2.4346 -0.8919 0.043 0.063 -0.034
Br -2.5847 -0.1736 0.0001 1.120 -0.567 0.000
C -2.8500 -2.1120 0.0000 0.104 0.221 0.000
C -4.1454 -2.5456 0.0001 -0.102 0.178 0.000
C -4.3874 -3.9269 0.0001 0.040 0.020 0.000
C -3.3250 -4.7900 0.0000 -0.019 -0.071 0.001
C -1.9930 -4.3144 0.0000 -0.072 0.099 0.000
C -0.9176 -5.2308 -0.0001 -0.053 0.085 0.000
C 0.3881 -4.7980 -0.0003 0.261 0.045 0.000
C 0.6596 -3.4348 -0.0003 0.048 -0.005 -0.001
C -0.3443 -2.4505 -0.0001 -0.446 2.089 0.000
C -1.7112 -2.9162 0.0000 -0.084 -0.425 0.000
H -4.9710 -1.8447 0.0001 -0.010 -0.040 0.000
H -5.4065 -4.2873 0.0001 0.009 -0.012 0.000
H -3.4958 -5.8594 0.0000 0.015 0.006 0.000
H -1.1399 -6.2915 -0.0001 0.011 -0.002 0.000
H 1.2074 -5.5042 -0.0004 -0.046 -0.030 0.000
H 1.7005 -3.1525 -0.0005 -0.036 -0.025 0.000


# 6
45
Properties=species:S:1:pos:R:3:forces:R:3 method="wB97M-V/def2-TZVPD" total_charge=+3 e_above_lowest_kj_mol=47.8 homo_energy_ev="-17.0 / -17.0" total_energy_ev=-126162.2559 spin_multiplicity=5 homo_lumo_gap_ev="7.89 / 3.25"
Co -0.7655 -1.1033 -0.8960 1.199 -0.543 1.689
S 4.7641 -2.2613 3.9735 -1.163 0.152 -1.088
N 4.7420 -2.1582 2.3707 0.766 -0.034 -0.941
C 3.4999 -2.0284 1.9276 0.066 -0.125 1.702
C 3.0565 -1.9641 0.5689 -0.551 0.066 -0.475
C 3.8907 -2.1878 -0.5345 -0.328 0.062 -0.072
C 3.3381 -2.1864 -1.7986 -0.156 0.055 0.105
C 1.9760 -1.9198 -1.9413 0.528 -0.013 -0.419
N 1.1764 -1.6873 -0.9060 -0.452 0.165 -0.124
C 1.6815 -1.7335 0.3467 0.935 -0.172 0.169
C 0.7451 -1.6441 1.4479 0.221 -0.084 0.909
N -0.5493 -1.3922 1.1485 -0.068 -0.001 -0.615
C -1.4684 -1.5197 2.1017 -0.147 0.009 0.369
C -1.1489 -1.9017 3.4044 0.083 0.135 -0.069
C 0.1751 -2.0541 3.7601 -0.121 0.136 -0.312
C 1.1576 -1.8946 2.7759 -0.586 0.090 -0.543
C 2.5620 -2.0220 3.0140 1.642 -0.164 -0.172
N 3.1773 -2.1511 4.1810 -0.886 0.015 0.839
H 4.9386 -2.3821 -0.3698 0.162 -0.023 0.001
H 3.9420 -2.3874 -2.6711 -0.031 0.007 -0.052
H 1.5312 -1.9006 -2.9286 -0.041 0.000 0.010
H -2.4972 -1.3060 1.8425 -0.015 -0.057 -0.122
H -1.9368 -2.0482 4.1260 -0.089 0.046 0.039
H 0.4738 -2.3019 4.7661 0.011 -0.035 0.163
Cl -5.4034 -3.8870 -1.9898 0.417 0.897 0.278
C -5.0169 -2.2049 -1.5110 -2.385 -0.509 -0.132
Cl -5.6845 -1.0369 -2.6925 0.391 -0.427 0.476
Cl -5.6102 -1.8494 0.1517 0.186 -0.131 -0.591
C -3.6079 -2.0120 -1.4333 2.232 0.171 0.095
N -2.4769 -1.8193 -1.3175 -1.855 -0.372 -0.498
S -0.5926 0.7790 -2.1425 0.030 0.282 -0.993
C -0.7417 2.4616 -1.7085 -0.008 0.494 0.506
N -0.8524 2.8365 -0.4488 -0.057 -0.461 -0.075
C -0.9617 4.2375 -0.0548 -0.035 0.841 0.146
C -0.2823 5.1110 -1.1031 0.065 -0.248 -0.038
C -0.7832 4.7616 -2.4973 -0.139 1.011 0.200
N -0.7118 3.3274 -2.7001 -0.026 -0.693 -0.186
H -0.8870 2.1327 0.2760 0.068 -0.008 -0.143
H -0.4782 4.3631 0.9157 -0.073 -0.116 -0.075
H -2.0188 4.4999 0.0582 0.076 -0.094 -0.017
H 0.7947 4.9436 -1.0584 0.046 0.083 0.011
H -0.4652 6.1645 -0.8969 -0.031 -0.066 0.007
H -0.1769 5.2553 -3.2605 -0.060 -0.177 0.011
H -1.8192 5.0868 -2.6431 0.061 -0.058 -0.006
H -0.6879 2.9838 -3.6526 0.118 -0.108 0.034